H12O6 | the ωB97M-V functional and the def2-TZVPD basis

CARTESIAN COORDINATES (ANGSTROEM)
O (0.0569, 0.6447, -1.3746)
H (-0.7139, 0.6861, -0.7974)
H (0.7755, 0.9871, -0.8311)
O (-3.0258, 2.7439, 0.1745)
H (-2.7576, 3.3047, 0.9111)
H (-3.8225, 3.1673, -0.1647)
O (0.5156, -2.1383, -0.5311)
H (-0.3401, -2.3286, -0.1303)
H (1.0789, -1.9087, 0.2166)
O (1.8911, 0.0194, 2.3275)
H (1.1622, -0.5747, 2.5390)
H (2.5493, -0.5535, 1.9181)
O (3.4721, 0.6708, -1.0755)
H (3.9309, 0.9398, -1.8793)
H (4.0702, 0.9310, -0.3659)
O (-3.0588, -2.4828, -0.0629)
H (-3.2590, -2.4050, -1.0025)
H (-2.5251, -1.7033, 0.1284)

Results
Electronic energy = -458.6030 hartree
F_max = 0.42 eV/Å
Frontier orbital gap = 10.674 eV
HOMO energy = -10.399 eV
SMILES = O.O.O.O.O.O

AlB2H66O29 | the ωB97M-V functional and the def2-TZVPD basis

CARTESIAN COORDINATES (ANGSTROEM)
Al (1.9229, -1.6218, -1.2649)
B (-0.8686, -2.8902, -2.0412)
H (-1.6274, -3.4752, -2.5373)
H (0.0767, -3.3532, -2.2786)
H (-0.9352, -1.8429, -2.2921)
H (-0.9519, -3.0106, -0.9722)
B (-0.0931, 0.0974, 0.4363)
H (0.8779, -0.1903, 0.8085)
H (-0.1555, 0.0015, -0.6366)
H (-0.9100, -0.4149, 0.9207)
H (-0.1610, 1.1420, 0.6981)
O (0.6367, -3.5345, 0.6149)
H (0.9401, -4.2535, 1.1693)
H (-0.3066, -3.4923, 0.7715)
O (-0.8426, 3.6010, 0.6506)
H (-1.3403, 3.6950, -0.1616)
H (-0.6905, 2.6594, 0.7313)
O (-2.2035, 4.2640, -1.3938)
H (-2.4396, 3.4076, -1.7502)
H (-1.5696, 4.6172, -2.0181)
O (-2.0804, 1.5537, -1.7793)
H (-1.5364, 0.8973, -1.3441)
H (-2.4034, 1.1143, -2.5660)
O (1.7586, 0.0424, 3.9133)
H (1.5532, -0.0901, 4.8388)
H (1.1115, 0.6805, 3.6128)
O (-0.7975, -5.8472, -0.9642)
H (0.0844, -6.1949, -0.8311)
H (-0.6688, -4.9064, -1.0844)
O (-1.9245, -3.2839, 1.9501)
H (-2.0730, -4.2037, 2.1692)
H (-2.5866, -3.0850, 1.2880)
O (-1.3905, -1.3947, 3.9543)
H (-0.8296, -0.6866, 3.6376)
H (-1.6259, -1.8850, 3.1666)
O (0.7832, 5.6515, 0.0920)
H (0.3124, 4.8261, 0.2075)
H (0.1642, 6.3229, 0.3788)
O (3.8397, -0.0534, -3.0042)
H (4.5998, -0.3249, -3.5189)
H (3.5468, 0.7582, -3.4185)
O (3.3761, -4.3751, -0.0436)
H (2.7747, -5.0536, 0.2634)
H (4.2366, -4.7943, -0.0328)
O (1.1416, -4.9775, 3.0126)
H (0.3644, -5.3582, 3.4216)
H (1.3915, -4.2594, 3.5941)
O (1.0027, -1.5675, -4.1416)
H (1.7753, -1.5726, -4.7067)
H (0.2620, -1.5670, -4.7479)
O (-3.2217, -2.4363, -0.2766)
H (-2.4336, -2.4826, -0.8179)
H (-3.4175, -1.5012, -0.2173)
O (-3.7764, 1.0135, -4.7261)
H (-3.4575, 0.1867, -4.3643)
H (-3.5527, 0.9708, -5.6558)
O (-3.1836, 0.8714, 4.3143)
H (-2.3449, 1.0013, 3.8716)
H (-2.9742, 0.9282, 5.2466)
O (-0.3367, 1.3865, 3.1229)
H (-0.2717, 1.1375, 2.2010)
H (-0.2713, 2.3415, 3.1188)
O (3.1354, -1.5704, 1.4786)
H (2.6913, -1.2023, 2.2425)
H (3.7869, -2.1685, 1.8449)
O (3.3343, 0.9670, -0.2331)
H (3.9135, 1.6250, -0.6175)
H (3.3857, 1.1235, 0.7099)
O (-0.0903, 4.0437, 3.1598)
H (-0.3436, 4.1161, 2.2396)
H (-0.5354, 4.7741, 3.5894)
O (-3.0256, -1.4367, -3.7826)
H (-2.1784, -1.5131, -3.3436)
H (-3.0552, -2.1849, -4.3789)
O (2.3059, 4.6993, 4.2637)
H (2.2476, 4.5233, 5.2028)
H (1.5476, 4.2520, 3.8881)
O (-5.5924, 1.4139, -0.1940)
H (-4.6984, 1.3745, 0.1459)
H (-5.5873, 2.1574, -0.7969)
O (-3.3208, 0.8305, 1.4040)
H (-2.4177, 0.5162, 1.4462)
H (-3.7183, 0.5290, 2.2209)
O (1.3080, 3.3698, -1.5766)
H (1.6086, 4.0225, -0.9442)
H (0.6765, 3.8379, -2.1228)
O (1.3096, 1.0048, -2.7474)
H (0.8942, 1.4580, -3.4811)
H (1.5872, 1.7061, -2.1582)
O (-0.7773, 2.1787, -5.2677)
H (-0.3532, 1.3223, -5.2145)
H (-1.4192, 2.0854, -5.9716)
O (5.1161, -2.0049, -0.5902)
H (5.6548, -2.5693, -1.1448)
H (4.9478, -2.5285, 0.1932)
O (3.5959, 1.4738, 2.3350)
H (3.2555, 1.0130, 3.1019)
H (4.5318, 1.5721, 2.5100)

Results
Electronic energy = -2513.0541 hartree
F_max = 5.81 eV/Å
Frontier orbital gap = 2.685 eV
Total charge = +1
HOMO energy = -11.918 eV

C40H24Cl5N4O3S3V | the ωB97M-V functional and the def2-TZVPD basis

CARTESIAN COORDINATES (ANGSTROEM)
V (0.0886, 0.5910, 0.6402)
Cl (0.4612, 7.6608, 0.4837)
C (-0.0348, 6.0240, 0.6027)
C (0.8374, 5.0685, 1.1177)
Cl (2.4049, 5.5062, 1.6514)
C (0.4234, 3.7469, 1.1805)
Cl (1.4720, 2.5231, 1.8383)
C (-0.8213, 3.3187, 0.7135)
O (-1.1716, 2.0471, 0.7054)
C (-1.6946, 4.3032, 0.2314)
Cl (-3.2294, 3.7879, -0.3454)
C (-1.3048, 5.6354, 0.1705)
Cl (-2.3755, 6.8029, -0.4847)
N (-1.7729, -9.5061, 0.7013)
C (-1.5502, -8.3793, 0.6761)
C (-1.2734, -6.9702, 0.6451)
C (-1.4888, -6.1971, 1.7833)
C (-1.2144, -4.8405, 1.7514)
C (-0.7314, -4.2532, 0.5873)
C (-0.5206, -5.0278, -0.5483)
C (-0.7884, -6.3856, -0.5226)
C (-0.4308, -2.7938, 0.5592)
C (-1.4018, -1.9590, -0.0266)
C (-2.6118, -2.3542, -0.6269)
C (-3.2272, -1.2066, -1.1143)
C (-2.3866, -0.1411, -0.7953)
N (-1.2951, -0.5785, -0.1404)
C (0.7815, -2.3784, 1.0721)
C (1.8377, -3.1895, 1.5781)
C (2.8742, -2.3514, 1.9016)
C (2.4368, -1.0448, 1.5895)
N (1.2052, -1.0493, 1.0999)
H (-1.8663, -6.6610, 2.6842)
H (-1.3759, -4.2335, 2.6336)
H (-0.1447, -4.5660, -1.4532)
H (-0.6244, -6.9956, -1.4003)
H (-2.9692, -3.3699, -0.6935)
H (-4.1621, -1.1373, -1.6456)
H (-2.5284, 0.9124, -0.9786)
H (1.8088, -4.2645, 1.6637)
H (3.8387, -2.6154, 2.3026)
H (2.9954, -0.1239, 1.6917)
O (0.9771, 0.9589, -0.7273)
C (1.8662, 1.2723, -1.8454)
C (1.6815, 2.7559, -2.0699)
C (0.4698, 3.3675, -2.2376)
C (0.5862, 4.7543, -2.4910)
C (1.8875, 5.1618, -2.5283)
S (2.9688, 3.8826, -2.2171)
C (1.3499, 0.4608, -3.0147)
C (0.7708, -0.7741, -2.9835)
C (0.4849, -1.2703, -4.2828)
C (0.8654, -0.4051, -5.2622)
S (1.5300, 1.0316, -4.6232)
C (3.2492, 0.8330, -1.4270)
C (3.8795, -0.3186, -1.8050)
C (5.1249, -0.5085, -1.1542)
C (5.4176, 0.5044, -0.2947)
S (4.1982, 1.6988, -0.2737)
H (-0.4698, 2.8303, -2.1987)
H (-0.2523, 5.4172, -2.6565)
H (2.2678, 6.1551, -2.7096)
H (0.5659, -1.3115, -2.0695)
H (0.0195, -2.2258, -4.4791)
H (0.7688, -0.5263, -6.3297)
H (3.4638, -1.0019, -2.5309)
H (5.7787, -1.3501, -1.3324)
H (6.3049, 0.6306, 0.3065)
O (-0.5729, 0.1626, 2.4874)
N (-1.7289, 0.6934, 2.9134)
C (-1.6953, 1.8090, 3.6566)
C (-2.8701, 2.3832, 4.0870)
C (-4.0793, 1.7954, 3.7452)
C (-4.0785, 0.6347, 2.9892)
C (-2.8801, 0.0931, 2.5777)
H (-0.7067, 2.1911, 3.8587)
H (-2.8267, 3.2839, 4.6818)
H (-5.0119, 2.2358, 4.0696)
H (-4.9980, 0.1429, 2.7070)
H (-2.7761, -0.8025, 1.9837)

Results
Electronic energy = -6422.7901 hartree
⟨S²⟩ = 0.7609
F_max = 0.66 eV/Å
Frontier orbital gap (spin up / spin down) = 6.669 / 6.843 eV
Multiplicity = 2
Total charge = +1
HOMO energy (spin up / spin down) = -10.740 / -10.732 eV

C24H37N7O6SSn | the ωB97M-V functional and the def2-TZVPD basis

CARTESIAN COORDINATES (ANGSTROEM)
Sn (0.4179, -0.8183, -1.6255)
O (-4.2661, 4.0864, -4.0269)
C (-3.0384, 4.5132, -3.4892)
C (-2.2706, 3.3064, -3.0358)
C (-1.0133, 3.4369, -2.4571)
C (-0.3563, 2.3031, -2.0417)
N (-0.8773, 1.0741, -2.1673)
C (-2.0909, 0.9344, -2.7231)
C (-2.8043, 2.0288, -3.1706)
C (-2.6107, -0.4574, -2.8156)
C (-3.8320, -0.7632, -3.3791)
C (-4.2499, -2.0874, -3.4586)
C (-5.5637, -2.4087, -4.1348)
O (-6.5324, -1.4221, -3.8593)
C (-3.4270, -3.0679, -2.9235)
C (-2.2280, -2.6874, -2.3572)
N (-1.8123, -1.4177, -2.3155)
H (-4.7643, 4.8467, -4.3448)
H (-3.1759, 5.1731, -2.6252)
H (-2.4343, 5.0578, -4.2221)
H (-0.5467, 4.4065, -2.3346)
H (0.6260, 2.3664, -1.5899)
H (-3.7770, 1.9288, -3.6272)
H (-4.4890, 0.0061, -3.7597)
H (-5.8909, -3.4153, -3.8717)
H (-5.3918, -2.3963, -5.2125)
H (-7.0945, -1.7021, -3.1302)
H (-3.7104, -4.1128, -2.9406)
H (-1.5777, -3.4271, -1.9053)
C (1.0586, -5.8015, -0.2625)
C (1.9621, -4.6268, -0.6317)
C (2.8446, -4.2267, 0.5452)
C (2.8174, -4.9748, -1.8435)
N (1.1511, -3.4399, -1.0563)
N (0.3444, -2.8335, -0.0313)
H (1.6582, -6.6505, 0.0673)
H (0.4720, -6.1291, -1.1256)
H (0.3759, -5.5603, 0.5577)
H (3.6067, -4.9892, 0.7008)
H (2.2842, -4.1436, 1.4806)
H (3.3578, -3.2823, 0.3414)
H (3.4244, -5.8542, -1.6268)
H (3.4834, -4.1495, -2.0991)
H (2.1974, -5.2070, -2.7143)
H (0.5081, -3.7630, -1.7743)
H (0.9937, -2.5787, 0.7085)
H (-0.3074, -3.5034, 0.3751)
C (1.2137, 3.1705, 7.5332)
C (0.8617, 2.9899, 6.0574)
S (1.9736, 3.9609, 5.0635)
O (3.3255, 3.6426, 5.4419)
O (1.5001, 5.3141, 5.0383)
C (1.7619, 3.3197, 3.4005)
C (2.6051, 2.0689, 3.1889)
N (2.4802, 1.5653, 1.8006)
C (1.4621, 0.8163, 1.3414)
N (1.6501, 0.5052, 0.0551)
C (2.8315, 1.0834, -0.3278)
C (3.3434, 1.7377, 0.7362)
N (4.5760, 2.4999, 0.7445)
O (5.1495, 2.5569, -0.3187)
O (4.9288, 3.0092, 1.7862)
C (0.2716, 0.4218, 2.1485)
H (0.5872, 2.5212, 8.1418)
H (1.0479, 4.2009, 7.8453)
H (2.2573, 2.9194, 7.7141)
H (-0.1381, 3.3549, 5.8196)
H (0.9720, 1.9496, 5.7370)
H (2.1085, 4.1438, 2.7728)
H (0.6924, 3.1638, 3.2447)
H (2.3172, 1.2619, 3.8603)
H (3.6437, 2.2992, 3.3768)
H (3.2540, 0.9990, -1.3163)
H (0.5389, 0.1643, 3.1730)
H (-0.2062, -0.4422, 1.6892)
H (-0.4603, 1.2312, 2.1856)

Results
Electronic energy = -2383.3452 hartree
F_max = 0.86 eV/Å
Frontier orbital gap = 8.181 eV
Total charge = +2
HOMO energy = -14.652 eV

> What is the formula in the second record?

AlB2H66O29